Version P
Formula: C3H13NO2S
Source: OMol25
Level of theory: wB97M-V/def2-TZVPD

```
20
C3H13NO2S wB97M-V/def2-TZVPD
C 0.21155 0.05742 -1.69397
C -0.19916 -1.47106 -1.73196
C -1.46686 -1.90467 -0.87881
S -1.41372 -3.74842 -0.32867
N 1.35623 0.47052 -2.47695
H -0.67800 0.69364 -1.98122
H 0.40983 0.35855 -0.58971
H 0.65574 -2.09149 -1.31710
H -0.37074 -1.81565 -2.80558
H -1.70147 -1.18980 -0.05440
H -2.26252 -2.28285 -1.53823
H -2.46824 -4.18533 -0.97014
H 1.52829 -0.08031 -3.28773
H 1.23872 1.52769 -2.68923
H 0.36298 2.32521 6.47920
H 0.28756 3.69375 6.19955
O 0.30035 2.94252 5.74790
H 1.23368 2.46074 2.11783
H 1.89514 1.96688 0.63080
O 1.08065 2.27266 1.16841
```

- Expectation value of S²: 0.7537
- LUMO level (spin up / spin down): -4.1816 / -9.2250 eV
- Total charge: +1
- Multiplicity: 2
- HOMO energy (spin up / spin down): -12.42 / -12.37 eV

Results of the Mulliken charge analysis, in e, for atoms 1 through 2: number 1, C, carries -0.344; number 2, C, carries -0.498

---

Version Q
Formula: C3H13NO2S
Source: OMol25
Level of theory: wB97M-V/def2-TZVPD

```
20
C3H13NO2S wB97M-V/def2-TZVPD
C -0.74217 1.62525 0.98216
C 0.12143 0.96205 -0.10037
C -0.74037 0.03931 -0.93777
S 0.04778 -0.99657 -2.22223
N 0.60626 2.03138 -0.94801
H -1.33565 0.96629 1.62205
H -0.13047 2.28089 1.59750
H -1.39499 2.29413 0.40598
H 0.96886 0.47845 0.40169
H -1.44295 0.72449 -1.42511
H -1.32800 -0.66343 -0.36804
H 1.70702 -0.74026 -1.26794
H 1.45807 2.47309 -0.60439
H 0.68140 1.82121 -1.94915
H 0.01596 -1.86847 1.31681
H -1.06014 -2.07058 2.42438
O -0.49286 -1.40967 2.01682
H 0.96023 -1.90902 -0.55729
H 1.03797 -3.40341 -0.48682
O 1.06260 -2.63513 0.09972
```

- Expectation value of S²: 0.7549
- LUMO level (spin up / spin down): -5.3970 / -8.9653 eV
- Total charge: +1
- Multiplicity: 2
- HOMO energy (spin up / spin down): -13.99 / -13.82 eV

Results of the Mulliken charge analysis, in e, for atoms 1 through 2: number 1, C, carries -1.362; number 2, C, carries 0.335

---

Version R
Formula: C3H13NO2S
Source: OMol25
Level of theory: wB97M-V/def2-TZVPD

```
20
C3H13NO2S wB97M-V/def2-TZVPD
C -0.54073 -1.54853 -0.12836
C -1.33185 -0.23835 -0.15298
C -2.84962 -0.54843 0.00988
S -3.58946 0.98873 0.48224
N 0.82980 -1.26343 -0.49805
H -0.89742 -2.19015 -0.93258
H -0.65038 -2.08948 0.80947
H -1.02317 0.39591 0.69132
H -1.12453 0.29873 -1.07076
H -3.00534 -1.19365 0.87803
H -3.29585 -1.00628 -0.86270
H -3.40280 1.67138 -0.66396
H 1.21992 -2.09748 -0.91805
H 1.40255 -0.96812 0.29521
H 0.85074 1.51061 1.03567
H 1.52998 2.68406 1.77359
O 1.18398 2.40194 0.91813
H 4.34410 1.24126 -1.08293
H 5.62819 1.14064 -0.27425
O 4.72190 0.81063 -0.30892
```

- Expectation value of S²: 0.7544
- LUMO level (spin up / spin down): -3.5540 / -8.9034 eV
- Total charge: +1
- Multiplicity: 2
- HOMO energy (spin up / spin down): -13.53 / -13.21 eV

Results of the Mulliken charge analysis, in e, for atoms 1 through 2: number 1, C, carries -0.751; number 2, C, carries -0.506

---

Name the least stable of them. version Q.

---

Version P
Formula: C5H19NO5
Source: OMol25
Level of theory: wB97M-V/def2-TZVPD

```
30
C5H19NO5 wB97M-V/def2-TZVPD
N 2.16090 0.53300 0.31952
C 1.46787 -0.69862 0.03397
C 2.09118 -1.89503 0.74367
O 3.34534 -2.22717 0.12850
C -0.02310 -0.57322 0.44284
C -0.94231 -1.25872 -0.56914
C -2.20890 -0.44265 -0.77502
O -1.91439 0.87616 -1.19140
H 3.14213 0.48319 0.04413
H 2.16261 0.74088 1.30907
H 1.56707 -0.95030 -1.00724
H 1.43680 -2.76575 0.88042
H 2.41563 -1.68292 1.77208
H 3.24349 -2.88779 -0.56215
H -0.31302 0.46853 0.57705
H -0.09274 -1.09341 1.40135
H -1.23908 -2.28943 -0.34887
H -0.46209 -1.37544 -1.54861
H -2.85621 -0.38122 0.09667
H -2.86543 -0.91694 -1.51233
H -1.26296 0.79289 -1.89914
O 0.61757 1.85082 -1.66367
H 1.20578 2.39848 -2.20056
H 1.25218 1.51422 -0.99439
O -0.32192 3.16503 0.77990
H 0.56131 2.97859 1.10597
H -0.31857 2.97691 -0.17036
O -4.30981 1.00026 1.54551
H -3.72742 1.26658 2.27487
H -3.81192 0.39308 0.98736
```

- LUMO level: 0.4368 eV
- HOMO energy: -10.02 eV

Results of the Mulliken charge analysis, in e, for atoms 1 through 2: number 1, N, carries -0.585; number 2, C, carries 0.308

---

Version Q
Formula: C5H19NO5
Source: OMol25
Level of theory: wB97M-V/def2-TZVPD

```
30
C5H19NO5 wB97M-V/def2-TZVPD
N 2.14086 0.38870 0.46264
C 1.46286 -0.89810 0.27357
C 2.40511 -2.11281 0.39908
O 3.63404 -1.84125 -0.24588
C 0.13049 -0.98226 1.01778
C -1.10436 -1.14704 0.07007
C -1.18286 -0.21862 -1.10229
O -1.22043 1.13631 -0.52905
H 3.11867 0.25778 0.22098
H 2.08330 0.84134 1.36484
H 1.30412 -0.93570 -0.81502
H 1.94286 -3.00347 -0.01963
H 2.58717 -2.38004 1.44300
H 3.49810 -1.78854 -1.19643
H 0.04263 -0.11491 1.66924
H 0.16854 -1.84962 1.64665
H -1.94241 -1.20317 0.75349
H -0.98106 -2.21256 -0.17948
H -2.16530 -0.30779 -1.55790
H -0.25905 -0.26689 -1.65706
H -0.56386 1.67127 -1.01838
O 1.12384 2.00801 -1.61257
H 1.48647 1.52320 -2.36086
H 1.50701 1.53612 -0.82370
O -2.97278 3.40683 1.11517
H -2.05228 3.44917 1.37841
H -2.97987 3.49863 0.16272
O -3.61236 0.20965 0.52878
H -3.05795 0.93482 0.22024
H -4.54149 0.40092 0.39161
```

- LUMO level: 0.3760 eV
- HOMO energy: -9.76 eV

Results of the Mulliken charge analysis, in e, for atoms 1 through 2: number 1, N, carries -0.579; number 2, C, carries 0.670

---

Name the least stable of them. version Q.

---

Version P
Formula: C18H53N3O10
Source: OMol25
Level of theory: wB97M-V/def2-TZVPD

```
84
C18H53N3O10 wB97M-V/def2-TZVPD
C -2.93779 3.46812 -0.62449
O -1.74110 3.62277 -1.30859
C -0.60284 3.75846 -0.48006
C 0.49789 3.74710 -1.47162
N 0.50808 2.43611 -2.12971
C 1.45772 2.35250 -3.19628
C 1.30223 1.08320 -4.03014
O 0.46367 1.27039 -5.11930
C -0.79846 1.81002 -4.88373
H -3.22039 4.34553 -0.04633
H -2.89338 2.62721 0.10230
H -3.74413 3.30638 -1.33142
H -0.52280 2.97028 0.28243
H -0.65674 4.71650 0.04908
H 1.49786 3.83042 -1.06924
H 0.37136 4.49006 -2.23488
H -0.44980 2.17979 -2.37073
H 2.44590 2.50708 -2.77569
H 1.21194 3.21740 -3.86396
H 0.96651 0.23959 -3.43716
H 2.28813 0.76108 -4.39302
H -1.40632 1.53094 -5.73572
H -0.77371 2.88712 -4.75337
H -1.32848 1.40773 -3.97557
C -1.46678 -2.28771 -3.74060
O -1.84989 -2.48611 -2.41507
C -0.82951 -3.29454 -1.72625
C -1.23883 -3.34950 -0.29379
N -2.52865 -3.97287 -0.10130
C -2.97357 -3.83462 1.28693
C -4.35375 -4.45142 1.38192
O -5.25184 -3.67605 0.63263
C -6.53406 -4.25021 0.56247
H -2.33433 -1.85901 -4.22406
H -1.19787 -3.18662 -4.27231
H -0.65400 -1.56739 -3.82424
H 0.16767 -2.91730 -1.91585
H -0.90300 -4.32488 -2.17281
H -1.28721 -2.26680 0.02452
H -0.44914 -3.73224 0.39197
H -3.21362 -3.50145 -0.69334
H -3.05871 -2.78151 1.59848
H -2.31714 -4.25613 2.05735
H -4.65203 -4.56639 2.44761
H -4.26602 -5.48357 1.07093
H -7.00902 -4.26994 1.54048
H -6.57467 -5.24152 0.12039
H -7.13090 -3.64755 -0.10613
C 5.23952 -1.83111 5.74632
O 4.44990 -1.77117 4.55146
C 4.36195 -0.46070 3.96177
C 3.54410 -0.64259 2.71963
N 3.38111 0.65429 2.09489
C 2.21484 1.33742 2.56449
C 2.07520 2.67646 1.89735
O 3.01312 3.62233 2.36512
C 3.24436 4.66963 1.52753
H 5.12706 -0.95823 6.34589
H 6.30219 -1.78443 5.42579
H 5.03527 -2.78409 6.23200
H 5.36343 -0.13199 3.76308
H 3.90310 0.30594 4.56511
H 2.59274 -1.12633 2.98953
H 4.05527 -1.41159 2.07385
H 3.31438 0.53826 1.09009
H 2.25664 1.55122 3.63182
H 1.31017 0.73468 2.43973
H 1.02996 2.96525 2.07232
H 2.22391 2.62140 0.80124
H 3.86655 5.41576 2.03134
H 2.25308 5.12456 1.23572
H 3.74889 4.33433 0.59998
O -2.26309 0.38121 -1.91227
H -2.34311 0.59671 -0.96901
H -2.17181 -0.58689 -1.92396
O 2.02558 -2.17969 -0.10518
H 1.67781 -1.26419 -0.18718
H 2.94541 -2.12598 0.20543
O -1.56285 0.31289 1.14627
H -2.26510 0.61437 1.72110
H -1.64524 -0.65782 1.25122
O 0.78981 0.30277 -0.31725
H 0.55514 1.00375 -0.97037
H 0.32215 0.59312 0.50243
```

- LUMO level: 0.1750 eV
- HOMO energy: -8.92 eV

Results of the Mulliken charge analysis, in e, for atoms 1 through 2: number 1, C, carries -0.671; number 2, O, carries -0.342

---

Version Q
Formula: C18H53N3O10
Source: OMol25
Level of theory: wB97M-V/def2-TZVPD

```
84
C18H53N3O10 wB97M-V/def2-TZVPD
C 2.21538 -5.80036 3.55770
O 2.32728 -5.22792 2.29949
C 1.26191 -4.51121 1.80376
C 1.32705 -4.36777 0.26365
C 0.36215 -3.32861 -0.30414
N 0.97944 -5.55143 -0.43544
H 1.26600 -6.26834 3.81804
H 2.44652 -5.02637 4.28956
H 2.94125 -6.61204 3.60659
H 0.34150 -5.02840 2.07481
H 1.22240 -3.49794 2.20351
H 2.31993 -4.00943 -0.00814
H 0.32657 -2.43933 0.32514
H -0.60965 -3.81688 -0.23136
H 0.51510 -3.04494 -1.34541
H 1.62888 -6.24971 -0.10268
H 1.07664 -5.45071 -1.43569
C -3.18158 3.08707 -2.99342
O -3.10204 1.64114 -2.75511
C -3.37524 0.82693 -3.98293
C -3.14391 -0.67099 -3.56430
C -1.73471 -1.13313 -3.32014
N -3.63123 -1.56519 -4.56238
H -2.87255 3.51004 -2.03754
H -4.17049 3.46672 -3.25037
H -2.52286 3.32978 -3.82725
H -4.37095 1.00560 -4.38883
H -2.70170 1.24989 -4.72828
H -3.70681 -0.83026 -2.64459
H -1.73817 -2.17008 -2.98427
H -1.22718 -0.56154 -2.54309
H -1.18143 -1.01360 -4.25164
H -4.62311 -1.74233 -4.49240
H -3.37728 -2.53776 -4.46386
C 2.72735 -0.68039 6.02847
O 2.20069 -0.39351 4.72519
C 3.06894 -0.83730 3.74135
C 2.47984 -0.66576 2.31404
C 3.55758 -1.02120 1.28352
N 2.04979 0.70036 2.15396
H 2.52614 -1.72747 6.25482
H 2.30945 0.04797 6.72343
H 3.80906 -0.55178 6.06667
H 4.05466 -0.37364 3.77992
H 3.31598 -1.88898 3.88638
H 1.52892 -1.18104 2.17860
H 4.47677 -0.43540 1.28950
H 3.18366 -0.89937 0.26693
H 3.79338 -2.06779 1.47627
H 1.56743 0.95216 3.00486
H 1.35661 0.55778 1.43335
O -2.74682 1.14277 2.61056
C -2.97033 0.05206 1.70885
C -3.46714 0.53864 0.30630
O -2.33042 1.02786 -0.38562
H -2.06272 1.66921 2.19047
H -2.14460 -0.65450 1.62493
H -3.82004 -0.49223 2.12098
H -4.23875 1.29906 0.42663
H -3.92790 -0.22869 -0.31579
H -2.64506 1.24747 -1.26561
O 1.55695 2.19357 -1.93133
C 1.12604 2.38405 -3.25149
C 0.34208 3.61864 -3.58434
O 1.15408 4.79526 -3.48813
H 2.23297 2.86416 -1.80926
H 2.07792 2.46934 -3.77564
H 0.61766 1.51951 -3.67837
H -0.43080 3.73118 -2.82402
H -0.26879 3.48938 -4.47778
H 1.48166 4.80753 -2.58583
O -1.09863 5.71483 0.38712
C -0.36718 4.54965 -0.01458
C 0.42383 3.95116 1.16583
O 1.51767 4.69345 1.72418
H -1.09854 6.35453 -0.32869
H -1.19135 3.87791 -0.25460
H 0.23349 4.80018 -0.88895
H 0.81361 2.99616 0.81347
H -0.30792 3.74587 1.94718
H 1.49846 4.66233 2.68348
O 0.40159 0.37036 -0.13754
H -0.52030 0.52235 -0.34547
H 0.86563 1.09130 -0.56314
```

- LUMO level: 0.4458 eV
- HOMO energy: -8.45 eV

Results of the Mulliken charge analysis, in e, for atoms 1 through 2: number 1, C, carries -0.707; number 2, O, carries -0.310

---

Name the least stable of them. version Q.